1.
This record from OMol25 describes a structure of composition C11H20O2PdS6Se2Te2. The level of theory is wB97M-V/def2-TZVPD.

The geometry in XYZ format:
```
44
Properties=species:S:1:pos:R:3:forces:R:3:lowdin_charge:R:1
Pd 0.5147 1.1172 1.0182 -0.385 0.315 0.369 0.109
Se -1.0300 3.0573 0.3064 -0.033 -0.052 0.135 0.047
Te 1.0842 3.7628 1.1760 -0.033 -0.488 -0.045 0.475
Te 1.1074 2.3311 3.5251 0.267 0.393 0.538 0.407
Se -1.0307 1.2849 3.2433 0.150 -0.159 -0.700 -0.007
C -4.8965 -0.6158 -0.9297 -0.020 0.010 -0.002 -0.107
C -4.5026 -2.0398 -0.5506 -0.015 -0.041 -0.034 -0.287
C -3.6660 -2.1315 0.7187 -0.069 -0.031 0.042 -0.353
S -1.9717 -1.5053 0.7152 0.146 0.104 0.078 0.898
O -2.0208 -0.0532 0.3415 -0.201 -0.017 -0.075 -0.637
C -1.3177 -2.4081 -0.7126 0.073 -0.084 0.005 -0.326
C -1.5055 -1.6944 -2.0505 -0.042 0.067 -0.050 -0.281
C -0.4021 -0.6842 -2.3369 0.003 0.014 -0.001 -0.115
H -5.4888 -0.6105 -1.8456 -0.006 -0.005 0.007 0.075
H -4.0197 0.0134 -1.0709 -0.009 0.008 -0.002 0.052
H -5.4979 -0.1619 -0.1390 0.008 -0.002 -0.005 0.079
H -3.9797 -2.5269 -1.3782 -0.039 0.011 0.057 0.092
H -5.4052 -2.6334 -0.3820 -0.023 0.001 -0.006 0.108
H -3.5617 -3.1666 1.0588 -0.002 0.011 -0.020 0.089
H -4.1338 -1.5739 1.5350 -0.024 -0.007 -0.008 0.091
H -1.7885 -3.3939 -0.6910 0.010 0.016 0.005 0.090
H -0.2563 -2.5325 -0.4892 -0.012 0.011 -0.022 0.081
H -2.4738 -1.1900 -2.0798 0.112 -0.028 -0.008 0.080
H -1.5260 -2.4574 -2.8327 0.008 0.000 -0.025 0.112
H -0.3944 0.0915 -1.5718 -0.014 -0.025 -0.031 0.017
H -0.5509 -0.2094 -3.3081 0.002 -0.007 0.003 0.078
H 0.5800 -1.1612 -2.3381 -0.004 0.002 0.009 0.076
C 1.1214 -1.3714 2.4115 -0.109 0.017 -0.002 -0.324
O 1.0074 -0.7878 1.1443 0.220 0.014 -0.027 -0.519
H 0.1491 -1.7110 2.7949 0.027 0.036 0.011 0.046
H 1.5474 -0.6984 3.1687 0.049 -0.012 0.000 0.006
H 1.7983 -2.2316 2.3327 -0.058 0.004 -0.010 0.083
C 3.9344 4.2584 -1.4117 -0.010 0.052 -0.090 -0.415
S 4.9404 2.8001 -1.7771 -0.142 0.135 -0.084 0.822
C 4.7497 1.8906 -0.2946 -0.014 -0.220 0.192 -1.026
C 3.6335 1.2827 0.1664 0.266 -0.021 0.035 -1.082
S 2.1132 1.3249 -0.6572 -0.381 -0.027 -0.362 0.562
S 3.8279 0.3289 1.6166 0.102 0.034 -0.036 0.889
C 5.5159 0.6409 1.8710 0.011 0.047 -0.035 -1.495
S 6.3470 0.0410 3.1459 0.039 -0.016 0.053 0.545
S 6.2013 1.6432 0.6385 0.043 -0.068 0.142 0.916
H 4.1708 4.9825 -2.1896 -0.042 0.031 -0.005 0.034
H 4.2055 4.6785 -0.4452 0.033 -0.013 0.016 0.038
H 2.8704 4.0202 -1.4466 0.116 -0.007 -0.014 -0.021
```
Positions in Å, forces in eV/Å.

Computed properties:
HOMO level (alpha / beta) ... -0.27670 / -0.27672 hartree
HOMO-LUMO gap (alpha / beta) ... 4.60 / 4.60 eV
Relative energy (zero: lowest compared OMol25 entry of this formula, charge and spin) ... 78.7 kJ/mol
Net charge ... 0

***

2.
This record from OMol25 describes a structure of composition C11H20O5V at a distorted geometry. The level of theory is wB97M-V/def2-TZVPD.

The geometry in XYZ format:
```
37
Properties=species:S:1:pos:R:3:forces:R:3:lowdin_charge:R:1
C 2.0143 -1.7038 1.5911 -0.340 -0.039 0.020 -0.044
C 2.2019 -1.4367 0.1364 0.104 0.407 -0.212 -0.333
C 2.2709 -2.6404 -0.7421 0.245 0.075 0.056 -0.051
C 2.3209 -0.2039 -0.3997 0.074 -0.515 0.261 -0.071
C 2.1650 1.1191 0.2513 0.215 0.321 -0.417 -0.170
C 0.9109 1.8531 -0.3046 0.030 -0.188 0.306 -0.143
C -0.4503 1.6102 0.3917 0.119 -0.167 -0.402 -0.352
C -0.3958 1.0856 1.8244 -0.179 0.287 0.072 -0.046
C -1.4076 0.7754 -0.4836 -0.625 0.476 0.771 -0.156
C -1.3575 -0.7165 -0.2760 0.079 -0.362 -0.882 -0.150
O -2.3576 -1.3072 -1.1314 -0.299 -0.033 -0.101 -0.001
C -2.9967 -2.3669 -0.5674 0.002 -0.209 -0.240 -0.602
O -2.6051 -3.4940 -0.6035 -0.035 0.389 0.255 0.173
O -4.1600 -1.9531 -0.0147 0.533 0.430 0.303 0.141
H 2.4389 -0.9334 2.2275 0.061 0.028 0.066 0.084
H 2.4331 -2.6720 1.8519 0.158 -0.026 0.084 0.090
H 0.9465 -1.7773 1.8177 -0.067 -0.057 0.069 0.083
H 3.1872 -3.1938 -0.5258 -0.026 -0.165 0.023 0.096
H 2.2828 -2.3651 -1.7915 -0.054 -0.046 -0.132 0.081
H 1.4285 -3.3035 -0.5436 -0.040 -0.106 -0.032 0.093
H 2.5965 -0.1615 -1.4473 -0.251 0.027 -0.202 0.119
H 3.0124 1.7290 -0.0684 0.105 0.071 0.110 0.120
H 2.1999 1.0805 1.3354 -0.165 0.008 0.089 0.102
H 0.8140 1.5317 -1.3423 0.036 0.114 -0.165 0.101
H 1.1126 2.9227 -0.3347 0.087 0.104 0.145 0.102
H -0.9245 2.5916 0.4664 -0.040 0.191 -0.048 0.104
H -1.3760 0.7232 2.1304 -0.086 -0.018 0.039 0.088
H 0.3188 0.2831 1.9664 0.010 -0.089 -0.040 0.050
H -0.1523 1.8930 2.5109 0.235 0.007 0.077 0.095
H -1.2985 1.0182 -1.5470 0.187 -0.124 -0.142 0.109
H -2.4197 1.0817 -0.1973 -0.173 -0.124 -0.069 0.121
H -1.5740 -0.9873 0.7542 0.152 0.078 0.139 0.130
H -0.4019 -1.1316 -0.5986 0.166 -0.008 0.308 0.128
H -4.3433 -2.4996 0.7581 -0.320 -0.473 -0.226 0.133
O -3.2718 4.5730 -3.4515 1.629 2.016 0.781 -0.269
V -2.1905 4.2486 -2.3048 -0.193 -3.991 1.249 1.330
O -0.9722 4.7279 -1.3379 -1.336 1.709 -1.912 -0.285
```
Positions in Å, forces in eV/Å.

Computed properties:
HOMO level ... -0.42026 hartree
HOMO-LUMO gap ... 2.21 eV
Net charge ... +1

***

3.
This record from OMol25 describes a structure of composition C11H21AuN3O5S. The level of theory is wB97M-V/def2-TZVPD.

The geometry in XYZ format:
```
42
Properties=species:S:1:pos:R:3:forces:R:3:lowdin_charge:R:1
Au 0.1638 0.8839 -0.5323 -0.068 -0.070 -0.091 0.643
O -2.4688 1.3133 1.8360 -0.034 -0.025 0.045 -0.054
C -2.4228 2.4487 2.6788 -0.015 0.053 -0.085 -0.226
C -0.9807 2.5938 3.1083 -0.016 -0.094 0.011 -0.081
N -0.0803 2.9091 1.9747 0.069 -0.185 -0.094 -0.109
C 0.9789 2.2223 1.7637 -0.016 0.079 0.084 0.087
C 4.0783 2.8620 -1.7015 -0.032 -0.100 0.108 -0.399
O 4.6130 3.4150 -2.5603 0.005 0.013 -0.033 0.238
O 3.5396 2.3021 -0.8341 -0.029 0.101 -0.024 0.153
C -0.5025 3.9388 1.0334 0.070 0.115 -0.001 -0.027
C -1.4939 3.4299 -0.0701 0.014 0.034 0.010 -0.651
O -2.4996 4.0895 -0.2066 -0.038 -0.067 -0.004 0.082
O -1.1358 2.4302 -0.7862 -0.003 0.065 -0.009 -0.210
H -3.2555 1.3547 1.2819 0.011 0.031 -0.025 0.110
H -3.0285 2.3241 3.5814 0.022 -0.072 0.004 0.134
H -2.7784 3.3408 2.1578 0.001 0.020 0.061 0.118
H -0.6427 1.6457 3.5243 0.038 0.048 0.071 0.134
H -0.8636 3.3781 3.8567 -0.018 0.062 -0.060 0.148
H 1.2279 1.4100 2.4342 -0.025 -0.015 -0.037 0.118
H 1.6796 2.5216 0.9960 0.006 0.041 -0.035 0.080
H 0.3792 4.3387 0.5330 0.011 -0.033 0.017 0.143
H -1.0001 4.7339 1.5800 -0.002 -0.006 0.010 0.141
C 0.8498 -4.7085 -1.0695 -0.003 -0.010 0.010 -0.029
N 0.8720 -3.4312 -0.3567 0.019 -0.015 0.011 -0.198
C 1.3778 -3.5183 1.0107 -0.001 -0.011 0.001 -0.071
C 0.6996 -2.2651 -0.9890 -0.006 0.009 -0.023 -0.696
S 1.5816 -0.8903 -0.4104 0.046 -0.024 0.006 0.632
N -0.0881 -2.2346 -2.0708 -0.026 0.006 0.024 -0.201
C 0.0208 -1.2205 -3.1128 0.008 0.032 0.023 -0.077
C -1.2741 -3.0833 -2.1828 -0.002 0.011 0.002 -0.032
H 1.7479 -5.2613 -0.7948 -0.002 -0.003 0.003 0.103
H 0.8634 -4.5410 -2.1420 0.010 -0.003 0.010 0.094
H -0.0218 -5.3070 -0.8031 0.002 -0.002 -0.004 0.100
H 0.9308 -4.3942 1.4791 0.003 -0.005 -0.005 0.098
H 1.1017 -2.6315 1.5708 -0.005 -0.005 -0.002 0.062
H 2.4636 -3.6266 1.0211 -0.001 0.008 -0.002 0.100
H 1.0240 -0.8072 -3.1344 0.001 0.010 0.015 0.070
H -0.7029 -0.4156 -2.9626 0.007 -0.001 0.012 0.077
H -0.1892 -1.7002 -4.0688 0.013 0.002 0.000 0.101
H -1.4933 -3.5504 -1.2273 -0.004 0.002 -0.003 0.095
H -1.1553 -3.8518 -2.9471 -0.008 0.003 -0.001 0.099
H -2.1158 -2.4477 -2.4586 0.000 0.000 0.001 0.103
```
Positions in Å, forces in eV/Å.

Computed properties:
HOMO level ... -0.44022 hartree
HOMO-LUMO gap ... 8.25 eV
Relative energy (zero: lowest compared OMol25 entry of this formula, charge and spin) ... 0.0 kJ/mol
Net charge ... +1

***

> Look up the net charge of the second one.

+1